No. 1
ORCA calculation (ωB97M-V/def2-TZVPD) on C2H2N2O3 in the gas phase.

Its SMILES is O=c1[nH]oc(=O)[nH]1. For the frontier orbital gap, the calculation gives 10.395 eV. The calculation puts the molecular weight at 102.0 g/mol. For the LUMO energy, the calculation gives 0.1 eV. The calculation puts the electronic energy at -11226.8987 eV. Its charge is 0.

Atoms and positions in Å:
O -2.344 -0.444 -0.148
C -1.139 -0.269 -0.076
N -0.660 1.155 -0.035
O 0.711 1.162 -0.049
C 1.163 -0.170 0.054
O 2.253 -0.458 -0.153
N 0.030 -1.043 0.362
H -0.849 1.736 0.945
H 0.157 -1.962 -0.299

No. 2
ORCA calculation (ωB97M-V/def2-TZVPD) on 2 unconnected molecules or ions with the total composition C8H16Br2N2O4S.

Its SMILES is [H]/N=C(\C)C[C@@]1(CN)COS(=O)(=O)O1.BrCCBr. For the frontier orbital gap, the calculation gives 9.651 eV. The calculation puts the molecular weight at 396.1 g/mol. For the LUMO energy, the calculation gives -0.4 eV. The calculation puts the electronic energy at -170639.2462 eV. Its charge is 0.

Atoms and positions in Å:
H 5.602 0.033 -1.581
N 4.758 -0.410 -2.017
C 3.694 -0.242 -1.126
C 4.043 0.512 0.285
C 2.249 -0.857 -1.589
C 0.932 -0.107 -0.970
C 0.310 -1.147 0.133
N 1.040 -1.147 1.477
C 0.944 1.506 -0.681
O -0.050 2.371 -1.374
S -1.156 1.147 -1.925
O -2.012 1.526 -3.180
O -2.227 1.061 -0.769
O -0.078 -0.210 -2.076
H 4.992 0.107 0.841
H 3.120 0.585 1.028
H 4.296 1.644 0.002
H 2.147 -0.873 -2.772
H 2.233 -2.007 -1.269
H 0.325 -2.281 -0.239
H -0.813 -0.895 0.347
H 0.334 -1.582 2.141
H 1.179 -0.139 1.770
H 0.791 1.687 0.486
H 1.962 1.971 -1.052
Br -3.876 -2.302 1.935
C -5.241 -0.908 1.944
C -4.687 0.402 1.433
Br -3.596 1.283 2.790
H -5.629 -0.848 2.964
H -6.029 -1.278 1.282
H -5.497 1.106 1.220
H -4.062 0.292 0.543

No. 3
ORCA calculation (ωB97M-V/def2-TZVPD) on a molecular structure, C56H49AlCl5N2O3SSi.

For the frontier orbital gap, the calculation gives 7.384 eV. The calculation puts the molecular weight at 1062.4 g/mol. For the LUMO energy, the calculation gives -3.2 eV. The calculation puts the electronic energy at -155915.2385 eV. Its charge is +1.

Atoms and positions in Å:
Al 0.518 -0.444 0.100
Cl -0.234 -5.978 -4.564
C -0.228 -4.862 -3.260
C 0.853 -4.004 -3.080
Cl 2.198 -4.029 -4.146
C 0.817 -3.094 -2.041
Cl 2.064 -1.942 -1.781
C -0.256 -2.969 -1.165
O -0.224 -2.075 -0.196
C -1.325 -3.851 -1.351
Cl -2.671 -3.759 -0.280
C -1.312 -4.780 -2.387
Cl -2.658 -5.821 -2.607
C 3.639 -0.984 2.425
C 2.757 -0.008 3.154
C 2.763 0.078 4.542
C 1.936 0.976 5.200
C 1.095 1.803 4.473
C 1.071 1.758 3.083
C 0.182 2.680 2.294
C 1.914 0.848 2.456
N 1.976 0.816 1.000
C 2.805 1.664 0.497
C 3.630 2.613 1.317
C 3.046 1.756 -0.990
C 3.981 2.815 -1.503
N 2.467 0.891 -1.703
C 2.779 0.801 -3.101
C 3.858 0.016 -3.507
C 4.815 -0.613 -2.528
C 4.061 -0.153 -4.873
C 3.232 0.454 -5.801
C 2.196 1.268 -5.371
C 1.960 1.462 -4.016
C 0.908 2.408 -3.527
H 4.085 -1.694 3.119
H 4.455 -0.478 1.902
H 3.079 -1.553 1.678
H 3.419 -0.572 5.109
H 1.944 1.028 6.280
H 0.440 2.496 4.986
H -0.656 3.015 2.905
H -0.214 2.198 1.398
H 0.725 3.575 1.978
H 3.572 2.435 2.383
H 3.297 3.633 1.112
H 4.670 2.557 0.997
H 3.709 3.799 -1.122
H 3.954 2.840 -2.589
H 5.008 2.614 -1.193
H 4.374 -0.766 -1.542
H 5.698 0.018 -2.397
H 5.158 -1.580 -2.894
H 4.885 -0.773 -5.206
H 3.400 0.302 -6.859
H 1.560 1.769 -6.090
H 0.154 2.601 -4.288
H 1.349 3.372 -3.251
H 0.414 2.025 -2.637
O -0.509 0.722 -0.589
Si -1.954 0.989 -1.318
C -3.311 0.845 -0.035
C -4.091 1.931 0.366
C -5.086 1.783 1.325
C -5.327 0.541 1.894
C -4.570 -0.556 1.501
C -3.574 -0.398 0.549
C -2.206 -0.270 -2.678
C -3.386 -1.005 -2.813
C -3.536 -1.944 -3.826
C -2.505 -2.165 -4.727
C -1.323 -1.443 -4.615
C -1.180 -0.508 -3.601
C -1.994 2.729 -1.992
C -2.665 3.015 -3.181
C -2.745 4.315 -3.665
C -2.153 5.354 -2.961
C -1.486 5.090 -1.771
C -1.412 3.790 -1.294
H -3.920 2.908 -0.074
H -5.682 2.637 1.621
H -6.108 0.425 2.634
H -4.761 -1.531 1.935
H -3.005 -1.263 0.232
H -4.204 -0.845 -2.120
H -4.457 -2.507 -3.908
H -2.619 -2.901 -5.514
H -0.513 -1.611 -5.315
H -0.244 0.036 -3.527
H -3.126 2.211 -3.746
H -3.268 4.517 -4.590
H -2.213 6.367 -3.336
H -1.029 5.901 -1.216
H -0.883 3.597 -0.366
O 0.046 -0.737 1.880
S -1.059 -1.711 2.367
C -0.187 -3.033 3.146
C -0.608 -4.321 2.849
C 0.045 -5.391 3.448
C 1.106 -5.158 4.309
C 1.522 -3.859 4.588
C 0.872 -2.784 4.010
C -1.723 -0.818 3.757
C -2.146 0.481 3.502
C -2.781 1.189 4.507
C -3.004 0.597 5.743
C -2.596 -0.709 5.978
C -1.953 -1.430 4.981
H -1.419 -4.484 2.151
H -0.269 -6.402 3.230
H 1.617 -5.994 4.768
H 2.349 -3.689 5.265
H 1.163 -1.764 4.228
H -1.996 0.922 2.523
H -3.118 2.200 4.318
H -3.506 1.151 6.525
H -2.774 -1.170 6.939
H -1.630 -2.445 5.167

No. 4
ORCA calculation (ωB97M-V/def2-TZVPD) on a molecular structure, C48H54CuN6O2Se.

Its spin multiplicity is 2. For the frontier orbital gap (spin up / spin down), the calculation gives 5.425 / 5.414 eV. The calculation puts the molecular weight at 889.5 g/mol. For the LUMO energy (spin up / spin down), the calculation gives -1.0 / -1.1 eV. The calculation puts the electronic energy at -173675.2384 eV. Its charge is 0.

Atoms and positions in Å:
Cu -0.705 0.318 1.006
O 2.279 3.223 7.798
C 2.394 3.303 6.455
O 3.152 4.089 5.967
C 1.537 2.382 5.635
C 1.414 2.672 4.280
C 0.654 1.860 3.460
C 0.002 0.750 3.993
C 0.145 0.433 5.340
C 0.906 1.255 6.155
N -0.713 -0.067 3.070
C -1.574 -0.916 3.456
C -2.166 -1.858 2.484
C -2.969 -2.899 2.927
C -3.368 -3.860 2.005
C -2.949 -3.734 0.694
C -2.176 -2.634 0.335
N -1.796 -1.714 1.208
H 1.560 2.630 8.045
H 1.932 3.532 3.879
H 0.577 2.072 2.400
H -0.289 -0.465 5.757
H 1.031 0.959 7.190
H -1.876 -1.033 4.497
H -3.255 -2.965 3.969
H -3.984 -4.694 2.314
H -3.218 -4.463 -0.058
H -1.844 -2.485 -0.689
C -0.573 3.893 -1.582
C 0.612 3.166 -1.012
C 1.830 3.792 -0.792
C 2.901 3.070 -0.258
C 4.232 3.746 -0.045
C 2.753 1.744 0.104
C 1.512 1.076 -0.050
C 0.491 1.820 -0.686
N 1.118 -0.163 0.377
C 2.078 -1.160 0.843
C 3.160 -1.439 -0.221
C 4.109 -2.549 0.237
C 3.319 -3.844 0.432
C 2.240 -3.614 1.491
C 2.906 -3.235 2.816
C 3.698 -1.939 2.629
C 4.771 -2.148 1.558
C 2.743 -0.823 2.193
C 1.316 -2.479 1.046
H -0.286 4.850 -2.017
H -1.319 4.074 -0.803
H -1.061 3.295 -2.354
H 1.963 4.834 -1.060
H 4.211 4.778 -0.396
H 5.028 3.224 -0.581
H 4.505 3.757 1.012
H 3.600 1.244 0.550
H -0.397 1.288 -1.022
H 3.732 -0.538 -0.446
H 2.654 -1.724 -1.147
H 4.878 -2.700 -0.527
H 3.985 -4.656 0.744
H 2.858 -4.145 -0.514
H 1.649 -4.526 1.623
H 3.567 -4.041 3.151
H 2.146 -3.096 3.593
H 4.172 -1.658 3.574
H 5.477 -2.922 1.878
H 5.346 -1.225 1.422
H 3.272 0.130 2.149
H 1.957 -0.709 2.944
H 0.541 -2.320 1.801
H 0.812 -2.735 0.108
C -2.306 -1.142 -4.981
N -0.914 -0.984 -5.330
C 0.120 -1.044 -4.454
Se 0.111 -1.303 -2.642
N 1.250 -0.833 -5.181
C 0.949 -0.621 -6.516
C 1.732 -0.359 -7.625
C 1.074 -0.202 -8.838
C -0.313 -0.307 -8.933
C -1.097 -0.570 -7.818
C -0.440 -0.723 -6.610
H -2.365 -1.229 -3.899
H -2.718 -2.040 -5.444
H -2.872 -0.270 -5.312
H 2.149 -0.794 -4.735
H 2.808 -0.274 -7.555
H 1.651 0.006 -9.729
H -0.789 -0.179 -9.896
H -2.173 -0.649 -7.894
C -4.881 -0.871 -2.288
N -4.752 0.071 -1.203
C -5.277 -0.494 0.027
C -3.374 0.544 -1.062
C -3.252 1.621 -0.005
C -4.168 2.672 -0.061
C -4.162 3.677 0.892
C -3.231 3.619 1.919
C -2.317 2.575 1.957
C -2.276 1.552 0.999
H -5.924 -1.175 -2.400
H -4.285 -1.791 -2.126
H -4.555 -0.414 -3.224
H -6.345 -0.692 -0.083
H -5.142 0.209 0.848
H -4.782 -1.442 0.297
H -3.058 0.920 -2.042
H -2.682 -0.281 -0.825
H -4.908 2.679 -0.853
H -4.878 4.488 0.837
H -3.211 4.388 2.683
H -1.603 2.584 2.775

No. 5
ORCA calculation (ωB97M-V/def2-TZVPD) on ClH2NOS2 in the gas phase.

For the frontier orbital gap, the calculation gives 9.036 eV. The calculation puts the molecular weight at 131.6 g/mol. For the LUMO energy, the calculation gives -0.4 eV. The calculation puts the electronic energy at -37761.7325 eV. Its charge is 0.

Atoms and positions in Å:
N 1.275 0.058 -0.166
O -2.451 -0.857 -0.013
S 0.289 -1.130 0.526
S -1.284 -0.202 -0.457
Cl -1.302 1.746 0.389
H 1.989 -0.514 -0.542
H 1.484 0.901 0.263

No. 6
ORCA calculation (ωB97M-V/def2-TZVPD) on a gas-phase ion, C3H4NO3 (charge -1).

Its SMILES is O=CCNC(=O)[O-]. For the frontier orbital gap, the calculation gives 7.993 eV. The calculation puts the molecular weight at 102.1 g/mol. For the LUMO energy, the calculation gives 3.7 eV. The calculation puts the electronic energy at -10810.0209 eV. Its charge is -1.

Atoms and positions in Å:
O -1.879 -1.477 1.675
C -0.804 -1.141 1.219
C -0.675 -0.244 0.035
N 0.710 0.090 -0.232
C 1.073 1.324 -0.924
O 2.252 1.335 -1.320
O 0.199 2.216 -1.015
H 0.134 -1.501 1.677
H -1.171 -0.656 -0.847
H -1.185 0.716 0.186
H 1.346 -0.662 -0.454

No. 7
ORCA calculation (ωB97M-V/def2-TZVPD) on a gas-phase ion, C10H12N4 (charge +2).

Its SMILES is [H]/N=C/NC(=[NH2+])[N+]1=C(c2ccccc2)C1. For the frontier orbital gap, the calculation gives 7.898 eV. The calculation puts the molecular weight at 188.2 g/mol. For the LUMO energy, the calculation gives -9.5 eV. The calculation puts the electronic energy at -16504.3325 eV. Its charge is +2.

Atoms and positions in Å:
H 2.071 2.897 -1.716
N 2.108 2.076 -1.176
C 1.984 2.047 0.015
N 2.110 0.832 0.728
C 2.073 -0.443 0.287
N 3.180 -1.240 0.623
N 1.041 -0.945 -0.386
C -0.269 -1.140 -0.492
C -1.417 -0.484 -0.278
C -2.686 -1.176 -0.134
C -3.796 -0.397 0.125
C -3.668 0.998 0.277
C -2.476 1.636 0.178
C -1.331 0.947 0.042
C 0.586 -2.272 -0.909
H 1.621 2.840 0.833
H 2.887 0.953 1.536
H 3.175 -2.260 0.350
H 3.921 -0.893 1.276
H -2.603 -2.262 -0.166
H -4.785 -0.868 0.177
H -4.469 1.580 0.555
H -2.330 2.563 0.489
H -0.379 1.412 -0.018
H 0.649 -3.187 -0.327
H 0.705 -2.547 -1.978

No. 8
ORCA calculation (ωB97M-V/def2-TZVPD) on C7H10 in the gas phase.

Its SMILES is C1C[C@H]2[C@@H]1[C@H]1C[C@@H]21. For the frontier orbital gap, the calculation gives 9.447 eV. The calculation puts the molecular weight at 94.2 g/mol. For the LUMO energy, the calculation gives 1.2 eV. The calculation puts the electronic energy at -7416.6722 eV. Its charge is 0.

Atoms and positions in Å:
C -1.385 0.768 0.362
C -1.493 -0.704 -0.133
C -0.187 -0.515 -0.945
C -0.137 0.979 -0.535
C 1.253 0.730 0.069
C 1.301 -0.112 1.284
C 1.206 -0.713 -0.288
H -2.239 1.396 0.089
H -1.192 0.874 1.433
H -1.466 -1.483 0.637
H -2.366 -0.882 -0.770
H -0.193 -0.816 -2.001
H -0.171 1.783 -1.274
H 2.124 1.335 -0.155
H 2.316 -0.311 1.626
H 0.637 -0.985 1.277
H 1.992 -1.345 -0.676

No. 9
ORCA calculation (ωB97M-V/def2-TZVPD) on a molecular structure, C9H11Cl2GaNO2.

For the frontier orbital gap (spin up / spin down), the calculation gives 4.028 / 4.024 eV. The calculation puts the molecular weight at 305.8 g/mol. For the LUMO energy (spin up / spin down), the calculation gives 2.9 / 2.9 eV. The calculation puts the electronic energy at -92514.2047 eV. Its charge is -1.

Atoms and positions in Å:
C -0.840 1.324 -2.198
C 0.506 1.219 -2.612
C 1.318 2.035 -1.805
C 0.428 2.786 -0.916
C -0.934 2.231 -1.109
Ga 0.536 1.375 0.401
N -1.192 -2.254 0.420
C -0.733 -3.427 -0.175
C 0.259 -2.191 -0.059
H 2.384 2.253 -1.928
H 0.847 0.675 -3.479
H 0.680 3.657 -0.312
H -1.840 2.697 -0.713
H -1.688 0.885 -2.712
H 0.484 -1.570 -0.943
H -1.143 -3.588 -1.202
H -1.099 -2.138 1.409
H 0.916 -1.983 0.809
H -0.625 -4.342 0.452
Cl 0.480 -0.567 4.988
C 0.512 1.075 4.359
Cl 1.881 2.060 4.881
C 0.511 0.965 2.839
O -0.613 1.067 2.221
O 1.605 0.854 2.177
H -0.409 1.595 4.625

No. 10
ORCA calculation (ωB97M-V/def2-TZVPD) on 6 unconnected molecules or ions with the total composition C11H19N6O16PS.

Its SMILES is O=NOC1=CC(=O)C=C(P(O)(O)=S)C1=O.C[N+](=O)[O-].C[N+](=O)[O-].C[N+](=O)[O-].C[N+](=O)[O-].C[N+](=O)[O-]. For the frontier orbital gap, the calculation gives 7.055 eV. The calculation puts the molecular weight at 554.3 g/mol. For the LUMO energy, the calculation gives -2.6 eV. The calculation puts the electronic energy at -73520.5118 eV. Its charge is 0.

Atoms and positions in Å:
O 3.417 -1.852 7.757
N 2.925 -1.917 6.666
O 1.704 -1.277 6.762
C 0.623 -2.199 6.846
C 0.595 -3.388 7.600
C -0.720 -4.310 7.572
O -0.638 -5.551 7.690
C -2.121 -3.540 7.432
C -2.074 -2.326 6.681
P -3.646 -1.259 6.470
O -3.899 -0.561 8.032
O -3.372 0.059 5.401
S -5.218 -2.287 6.015
C -0.702 -1.796 6.022
O -0.644 -1.103 4.992
H 1.518 -3.664 8.211
H -3.096 -3.920 7.894
H -3.299 -1.023 8.671
H -2.638 0.553 5.851
C -1.052 -0.309 1.761
N -1.620 -0.969 0.556
O -1.018 -0.829 -0.497
O -2.649 -1.602 0.709
H -0.142 0.216 1.478
H -1.799 0.389 2.137
H -0.837 -1.088 2.491
C -0.212 0.901 -3.419
N 0.698 2.016 -3.789
O 1.295 2.577 -2.881
O 0.780 2.288 -4.982
H -0.187 0.770 -2.339
H -1.214 1.172 -3.752
H 0.145 0.003 -3.921
C 3.602 3.837 -4.769
N 4.693 3.916 -5.775
O 4.919 5.006 -6.274
O 5.285 2.880 -6.028
H 3.167 4.826 -4.644
H 2.858 3.133 -5.140
H 4.042 3.488 -3.836
C -0.014 -3.931 -4.125
N 0.464 -2.541 -3.903
O 0.466 -1.788 -4.868
O 0.819 -2.257 -2.771
H -0.296 -4.042 -5.170
H 0.804 -4.604 -3.871
H -0.873 -4.090 -3.474
C 0.446 4.351 -7.121
N -0.842 4.857 -7.663
O -1.487 5.617 -6.960
O -1.160 4.474 -8.775
H 0.600 4.772 -6.130
H 0.378 3.266 -7.073
H 1.236 4.669 -7.801

No. 11
ORCA calculation (ωB97M-V/def2-TZVPD) on a gas-phase ion, C4H8NO3 (charge -1).

Its SMILES is O=C(O)NCCC[O-]. For the frontier orbital gap, the calculation gives 6.098 eV. The calculation puts the molecular weight at 118.1 g/mol. For the LUMO energy, the calculation gives 3.1 eV. The calculation puts the electronic energy at -11909.6044 eV. Its charge is -1.

Atoms and positions in Å:
O -1.993 2.512 1.051
C -1.343 1.483 1.269
O -1.590 0.835 2.534
N -0.367 0.881 0.502
C 0.168 -0.456 0.635
C 0.089 -1.056 -0.765
C 1.065 -0.371 -1.906
O 1.334 -1.265 -2.856
H -0.828 0.132 2.772
H -0.046 1.344 -0.326
H -0.238 -1.009 1.478
H 1.196 -0.293 0.896
H 0.690 -1.995 -0.565
H -0.837 -1.304 -1.220
H 2.094 0.017 -1.214
H 0.607 0.546 -2.283

No. 12
ORCA calculation (ωB97M-V/def2-TZVPD) on a molecular structure, C3H2Li2NdO3.

Its spin multiplicity is 5. For the frontier orbital gap (spin up / spin down), the calculation gives 3.332 / 2.994 eV. The calculation puts the molecular weight at 244.2 g/mol. For the LUMO energy (spin up / spin down), the calculation gives -8.7 / -8.8 eV. The calculation puts the electronic energy at -24951.1634 eV. Its charge is +2.

Atoms and positions in Å:
C -0.741 0.825 -0.920
C -0.196 -0.263 -0.300
O -1.249 1.691 -1.510
H 0.644 -0.682 -0.846
H -0.897 -1.078 -0.156
Nd -2.227 3.926 1.391
Li -2.385 3.497 -1.494
O 0.679 -0.398 1.705
C 1.857 -0.154 1.908
O 2.884 -0.660 2.095
Li 1.429 -1.585 3.366

Repeat the first record exactly.
ORCA calculation (ωB97M-V/def2-TZVPD) on C2H2N2O3 in the gas phase.

Its SMILES is O=c1[nH]oc(=O)[nH]1. For the frontier orbital gap, the calculation gives 10.395 eV. The calculation puts the molecular weight at 102.0 g/mol. For the LUMO energy, the calculation gives 0.1 eV. The calculation puts the electronic energy at -11226.8987 eV. Its charge is 0.

Atoms and positions in Å:
O -2.344 -0.444 -0.148
C -1.139 -0.269 -0.076
N -0.660 1.155 -0.035
O 0.711 1.162 -0.049
C 1.163 -0.170 0.054
O 2.253 -0.458 -0.153
N 0.030 -1.043 0.362
H -0.849 1.736 0.945
H 0.157 -1.962 -0.299